No. 1
Molecular formula: C22H27NO4S
Method: DFT, ωB97M-V with the def2-TZVPD basis set

Each line ends with the Mulliken charge.
Cartesian coordinates (Å):
H1 -0.07 2.61 1.50  0.520
H2 2.15 -0.71 1.04  0.544
C1 -6.42 -2.70 -0.30  -1.160
H3 -2.70 -2.28 1.57  0.416
C2 -0.49 1.72 -0.41  0.113
C3 -6.52 -1.18 -0.37  -0.538
H4 -6.43 -3.04 0.73  0.324
H5 -2.42 2.54 2.25  0.458
H6 -3.56 0.85 -1.51  0.383
C4 -0.83 2.20 0.85  -0.059
C5 -5.36 -0.51 0.37  0.454
O1 4.23 -1.45 1.40  -0.635
H7 -5.36 -0.81 1.42  0.303
O2 1.31 2.46 -1.78  -0.695
H8 -4.41 -0.84 -0.07  -0.249
C6 -5.45 1.01 0.30  -0.949
C7 0.15 -0.93 0.33  0.903
H9 2.95 -1.24 -1.08  0.248
H10 1.01 0.48 1.67  0.248
C8 3.17 0.89 -0.60  -0.395
C9 -0.86 -1.24 1.23  -0.573
H11 5.89 0.90 1.54  0.479
H12 -2.82 -3.17 -0.73  0.435
H13 -1.04 -2.62 -2.35  0.400
H14 -7.25 -3.16 -0.83  0.398
H15 3.23 1.59 -1.44  0.645
H16 6.01 1.15 -0.22  0.333
H17 -5.50 1.36 -0.74  0.354
C10 -2.81 1.22 -0.83  -0.331
C11 -0.99 -2.24 -1.34  -1.105
O3 -4.39 1.65 0.99  -0.450
C12 4.00 1.45 0.59  -0.700
C13 1.30 -0.07 0.77  -0.959
C14 3.71 -0.47 -1.03  -0.871
H18 -0.82 -0.85 2.24  0.382
H19 4.26 -0.43 -1.96  0.409
C15 -1.92 -2.05 0.85  -0.612
H20 -5.49 -3.04 -0.77  0.198
S1 4.92 -0.91 0.26  1.126
C16 -3.15 1.65 0.45  0.656
H21 4.04 2.53 0.53  0.464
C17 -1.50 1.27 -1.25  -0.731
O4 6.01 -1.67 -0.29  -0.715
C18 -2.14 2.17 1.27  -0.825
H22 -6.36 1.35 0.82  0.384
C19 -1.99 -2.55 -0.44  -0.324
H23 -1.25 0.94 -2.25  0.494
N1 1.76 0.86 -0.26  0.152
C20 0.07 -1.44 -0.96  -0.189
H24 0.83 -1.19 -1.69  0.332
C21 0.92 1.73 -0.89  0.352
C22 5.37 0.82 0.59  -0.832
H25 -6.52 -0.86 -1.41  0.330
H26 -7.46 -0.86 0.08  0.338
H27 3.50 1.17 1.52  0.322

Values from the calculation:
**Lowest unoccupied orbital energy**: 0.65 eV
**Energy relative to the best compared isomer or geometry (same formula, charge and spin)**: 14.2 kJ/mol
**Highest occupied orbital energy**: -8.4465 eV
**SMILES**: CCCCOc1ccc(C(=O)N(Cc2ccccc2)[C@H]2CCS(=O)(=O)C2)cc1
**Frontier orbital gap**: 9.10 eV
**Molecular weight**: 401.5 g/mol



No. 2
Molecular formula: C3H2FeLiO3
Method: DFT, ωB97M-V with the def2-TZVPD basis set

Each line ends with the Mulliken spin population.
Cartesian coordinates (Å):
C1 -0.22 -0.02 -1.87  0.048
O1 0.23 -1.56 1.81  0.872
Fe1 -1.03 -1.45 -3.05  4.191
C2 0.12 -0.19 1.73  0.038
O2 -0.20 -0.40 -0.60  -0.080
H1 0.67 0.35 2.54  0.022
O3 0.25 1.09 -2.20  0.118
C3 0.33 0.47 0.42  0.636
Li1 0.89 2.08 -0.69  0.016
H2 -1.04 -0.37 1.90  0.139

Values from the calculation:
**Lowest unoccupied orbital energy (alpha / beta)**: -7.00 / -7.78 eV
**Energy relative to the best compared isomer or geometry (same formula, charge and spin)**: 177.3 kJ/mol
**Charge**: +1
**Highest occupied orbital energy (alpha / beta)**: -10.4795 / -12.4840 eV
**Frontier orbital gap (alpha / beta)**: 3.48 / 4.71 eV
**Molecular weight**: 148.8 g/mol
**2S+1**: 7



No. 3
Molecular formula: C4H9N2
Method: DFT, ωB97M-V with the def2-TZVPD basis set

Each line ends with the Mulliken charge.
Cartesian coordinates (Å):
H1 2.88 1.69 -0.02  0.283
C1 2.14 -0.27 0.17  0.076
C2 -0.96 -0.53 0.40  -0.165
H2 3.05 -0.52 0.71  0.354
H3 0.40 -1.21 -0.03  0.301
H4 1.86 -2.20 0.42  0.253
H5 -4.06 -0.51 0.56  0.278
H6 2.38 0.60 -1.50  0.276
N1 1.46 -1.38 -0.03  -0.322
H7 -3.52 0.40 -0.82  0.341
H8 1.12 1.64 -0.49  0.332
C3 2.11 1.10 -0.45  -0.734
N2 -2.07 -0.31 0.33  0.079
C4 -3.32 0.25 0.16  -0.660
H9 -3.47 1.25 0.60  0.307

Values from the calculation:
**Lowest unoccupied orbital energy**: -4.37 eV
**Energy relative to the best compared isomer or geometry (same formula, charge and spin)**: 308.1 kJ/mol
**Charge**: +1
**Highest occupied orbital energy**: -15.8774 eV
**Frontier orbital gap**: 11.50 eV
**Molecular weight**: 85.1 g/mol



No. 4
Molecular formula: C4H5NO
Method: DFT, ωB97M-V with the def2-TZVPD basis set

Each line ends with the Mulliken charge.
Cartesian coordinates (Å):
C1 0.90 -0.37 0.12  -0.047
H1 0.00 -0.48 2.35  0.184
N1 -0.39 -0.30 1.44  -0.152
C2 -0.85 -0.18 -0.67  -0.007
O1 0.15 -1.22 -0.66  -0.402
H2 0.19 1.76 0.03  0.256
H3 0.73 1.04 -1.54  0.277
H4 -1.51 -0.25 -1.52  0.452
H5 1.98 -0.64 0.20  0.386
C3 0.31 0.85 -0.56  -0.513
C4 -1.51 -0.20 0.81  -0.434

Values from the calculation:
**Lowest unoccupied orbital energy**: 0.97 eV
**Energy relative to the best compared isomer or geometry (same formula, charge and spin)**: 449.6 kJ/mol
**Highest occupied orbital energy**: -8.4734 eV
**Frontier orbital gap**: 9.44 eV
**Molecular weight**: 83.1 g/mol



No. 5
Molecular formula: C22H14F6NO5S3
Method: DFT, ωB97M-V with the def2-TZVPD basis set

Each line ends with the Mulliken charge.
Cartesian coordinates (Å):
F1 4.68 -0.66 3.54  -0.256
C1 -1.06 0.34 -2.50  0.777
H1 -4.76 -3.11 3.06  0.343
F2 5.55 -2.08 2.10  -0.279
C2 -2.82 -0.41 3.86  -0.676
F3 6.31 -0.02 2.20  -0.279
N1 -2.29 -1.76 -2.42  -0.260
C3 -4.19 -2.20 2.93  -0.575
H2 -0.11 0.44 -0.30  0.235
C4 2.89 1.44 0.26  -0.466
H3 -2.96 2.53 -0.75  0.351
C5 -1.43 -0.93 -3.23  0.130
H4 -3.66 -2.02 5.02  0.350
C6 3.35 -1.30 0.63  -1.094
H5 2.70 2.50 0.11  0.372
S1 1.96 0.81 -3.02  -0.128
F4 0.70 1.21 -5.31  -0.214
H6 4.64 1.75 1.47  0.389
C7 0.70 0.87 -0.90  0.845
C8 0.38 2.23 -1.45  -0.203
O1 -1.82 2.45 3.54  -0.662
S2 -1.65 1.63 2.35  0.445
H7 -0.85 3.83 -0.64  0.331
H8 -3.26 0.03 0.52  0.051
C9 3.97 1.02 1.03  -1.097
H9 1.66 -1.58 -0.69  0.429
O2 -1.17 -1.18 -4.39  -0.513
C10 -4.04 -1.64 1.66  -0.227
H10 -3.08 0.40 -1.91  0.429
C11 -2.03 2.12 -1.14  -0.338
C12 5.17 -0.78 2.26  0.959
H11 -4.48 -2.12 0.78  0.396
C13 -3.33 -0.45 1.50  -0.119
C14 0.32 0.92 -2.32  0.547
C15 2.02 0.50 -0.30  -1.088
H12 1.23 2.90 -1.64  0.758
O3 -0.37 -3.38 -1.75  -0.468
C16 -2.11 0.90 -1.84  -0.059
H13 3.52 -2.36 0.76  0.422
O4 -1.57 -2.11 0.02  -0.215
C17 4.15 -0.35 1.25  0.348
F5 2.88 0.88 -5.40  -0.245
C18 2.30 -0.87 -0.17  -0.168
C19 1.72 0.50 -4.78  0.824
C20 -3.57 -1.58 4.03  -0.313
F6 1.53 -0.82 -5.02  -0.205
C21 -2.72 0.15 2.60  0.082
O5 -0.31 1.11 2.07  -0.492
S3 -1.53 -2.61 -1.34  0.797
C22 -0.86 2.82 -1.05  -1.344
H14 -2.32 0.06 4.70  0.376

Values from the calculation:
**Lowest unoccupied orbital energy**: -0.60 eV
**Energy relative to the best compared isomer or geometry (same formula, charge and spin)**: 96.3 kJ/mol
**Charge**: -1
**Highest occupied orbital energy**: -3.4286 eV
**Frontier orbital gap**: 2.83 eV
**Molecular weight**: 582.5 g/mol



No. 6
Molecular formula: C6H9N
Method: DFT, ωB97M-V with the def2-TZVPD basis set

Each line ends with the Mulliken charge.
Cartesian coordinates (Å):
H1 -2.80 -0.17 -1.04  0.310
H2 1.17 1.71 -0.40  0.317
H3 1.21 -2.32 0.48  0.214
H4 3.24 -1.37 0.21  0.378
H5 -3.51 -0.62 0.53  0.293
C1 -0.68 0.90 0.27  0.339
H6 -3.82 0.98 -0.11  0.315
C2 -3.05 0.19 -0.04  -0.870
C3 1.29 -0.46 0.10  0.912
C4 -1.87 0.65 0.77  -0.175
C5 2.76 -0.51 -0.27  -1.235
N1 0.61 -1.49 0.45  -0.704
C6 0.63 0.84 -0.03  -0.832
H7 3.29 0.39 0.02  0.320
H8 2.87 -0.63 -1.36  0.270
H9 -1.34 1.91 0.43  0.149

Values from the calculation:
**Lowest unoccupied orbital energy**: 0.76 eV
**Energy relative to the best compared isomer or geometry (same formula, charge and spin)**: 443.7 kJ/mol
**Highest occupied orbital energy**: -7.7687 eV
**Frontier orbital gap**: 8.53 eV
**Molecular weight**: 95.1 g/mol